No. 1
ORCA calculation (wB97M-V/def2-TZVPD) on 13 unconnected molecules or ions with the total composition C51H72N6O7.

Output
Calculated total energy, Eh: -2841.634978
Maximum force, eV Å⁻¹: 4.0
Energy relative to the best compared isomer or geometry (same formula, charge and spin), kJ/mol: 38.5
Charge: 0
Molecular weight, g/mol: 881.17

Geometry (Å):
N  -3.86236  -3.26092  0.61370
C  -4.37239  -4.46253  0.22488
C  -4.57332  -4.77945  -1.12376
C  -4.25075  -3.90494  -2.10331
C  -3.63668  -2.67783  -1.75887
C  -3.43672  -2.49038  -0.38434
H  -4.57196  -5.15801  0.99406
H  -4.84938  -5.88085  -1.22403
H  -4.41590  -4.17877  -3.15992
H  -3.44715  -1.97146  -2.54424
H  -2.96501  -1.61960  0.04979
N  -0.06389  -1.31915  4.38148
C  -0.70223  -0.82382  5.44778
C  -1.92445  -0.28907  5.44141
C  -2.65377  -0.39358  4.26437
C  -2.12073  -1.06391  3.15733
C  -0.83410  -1.55884  3.31383
H  -0.04603  -0.80019  6.32098
H  -2.29010  0.16655  6.38729
H  -3.67550  -0.05689  4.23025
H  -2.66949  -1.08296  2.24932
H  -0.35219  -1.92383  2.43317
N  -5.52398  2.43648  -0.06944
C  -5.85220  1.28759  -0.58817
C  -5.71832  0.06209  0.06038
C  -5.02901  0.04721  1.26400
C  -4.61548  1.30421  1.81634
C  -4.95685  2.39067  1.09971
H  -6.37100  1.24876  -1.58412
H  -6.11606  -0.81510  -0.39196
H  -4.92237  -0.93501  1.73301
H  -4.05467  1.33896  2.74263
H  -4.63658  3.36892  1.47039
N  2.94943  -2.20673  -2.26663
C  3.45855  -3.04731  -1.39741
C  3.87450  -4.37461  -1.74972
C  3.95916  -4.73991  -3.09966
C  3.54870  -3.79483  -4.00997
C  3.01231  -2.58605  -3.56151
H  3.36706  -2.75984  -0.33054
H  4.12245  -5.01774  -0.92475
H  4.28343  -5.69371  -3.37449
H  3.62134  -3.97749  -5.10745
H  2.55410  -1.95086  -4.27706
N  -2.10512  -0.26275  -4.13074
C  -2.83667  0.58962  -3.44944
C  -2.62557  0.96435  -2.07724
C  -1.62162  0.29097  -1.36280
C  -0.84390  -0.58421  -2.10405
C  -1.13195  -0.84990  -3.42975
H  -3.62479  1.07461  -4.00882
H  -3.34523  1.67469  -1.73791
H  -1.49068  0.41035  -0.25163
H  0.04361  -1.10670  -1.74170
H  -0.48883  -1.55786  -3.96757
N  -0.82664  3.73989  -4.11884
C  -1.92149  4.36869  -4.45071
C  -2.77074  4.94508  -3.51807
C  -2.41452  4.95921  -2.18032
C  -1.29765  4.19289  -1.81259
C  -0.48048  3.63590  -2.78894
H  -2.10715  4.40092  -5.56037
H  -3.69078  5.43857  -3.86205
H  -3.00192  5.42223  -1.36059
H  -1.03710  4.10009  -0.78325
H  0.42357  3.07066  -2.46373
C  -0.63898  -5.11409  0.07029
C  -0.39853  -3.90096  -0.75528
O  -0.26092  -2.82352  -0.22695
C  -0.26585  -4.13863  -2.23696
H  -0.26620  -4.91724  1.10943
H  -0.17094  -5.95589  -0.39134
H  -1.76889  -5.20481  0.16364
H  -0.16663  -5.18673  -2.47906
H  0.52569  -3.44149  -2.61890
H  -1.23807  -3.98692  -2.72454
C  3.37635  -2.71406  3.15086
C  3.11678  -4.14657  3.18256
O  3.59796  -4.90123  2.36433
C  2.16023  -4.55414  4.31166
H  4.17321  -2.52655  2.40530
H  3.71030  -2.25874  4.08813
H  2.42181  -2.24036  2.92662
H  2.67841  -4.45780  5.31672
H  1.88912  -5.58986  4.25265
H  1.26015  -3.90469  4.24246
C  3.02491  1.04499  4.90185
C  2.61531  2.46130  5.25211
O  3.44231  3.34239  5.56520
C  1.17053  2.74902  5.30563
H  4.12691  0.91044  4.84872
H  2.58892  0.86971  3.85359
H  2.60492  0.24320  5.51941
H  0.82099  2.25316  6.28026
H  0.67468  2.27215  4.48177
H  0.89488  3.84842  5.35948
C  2.24083  0.90338  -4.60772
C  2.30971  0.54523  -6.03334
O  2.45152  -0.61099  -6.38398
C  2.01889  1.64092  -7.00586
H  3.24329  1.27848  -4.30885
H  1.95776  0.09321  -3.95089
H  1.58165  1.72577  -4.37465
H  2.48834  1.40044  -7.95700
H  2.35164  2.57954  -6.55651
H  0.91971  1.64065  -7.22727
C  -0.70167  4.78384  2.68303
C  -1.21316  3.31399  2.77221
O  -1.89700  3.05231  3.73185
C  -0.84071  2.32719  1.68483
H  -0.85062  5.27579  1.71703
H  0.42944  4.76819  2.91031
H  -1.24562  5.40778  3.43132
H  0.23016  2.18189  1.78250
H  -1.02915  2.70777  0.66888
H  -1.41785  1.39319  1.94047
C  3.95603  0.67216  -0.98545
C  2.44238  0.87141  -0.77360
O  1.75529  1.65908  -1.34188
C  1.81288  -0.03174  0.29701
H  4.50265  1.43327  -1.58393
H  4.16665  -0.29542  -1.39809
H  4.41016  0.61268  0.04388
H  2.30907  -1.00035  0.38156
H  0.74053  -0.23079  0.14284
H  1.97853  0.44311  1.28074
C  4.39679  3.92645  1.45445
C  2.96763  3.60025  1.14489
O  2.29393  2.76272  1.70170
C  2.38372  4.43110  -0.00797
H  4.53400  5.02482  1.38850
H  5.13712  3.37538  0.85618
H  4.47808  3.58598  2.45623
H  2.79928  5.47291  0.00014
H  1.33373  4.34519  -0.10835
H  2.83026  3.93022  -0.88844

***

No. 2
ORCA calculation (wB97M-V/def2-TZVPD) on a molecular structure, C51H72N9O3SSeTi.

Output
Calculated total energy, Eh: -6354.349644
Maximum force, eV Å⁻¹: 0.9
Energy relative to the best compared isomer or geometry (same formula, charge and spin), kJ/mol: 48.6
Charge: 0
Spin multiplicity: 2
Molecular weight, g/mol: 1018.09

Geometry (Å):
Ti  0.04069  -0.83997  -0.46846
C  1.09086  1.91006  6.50525
C  1.13895  2.94594  5.38224
C  -0.04024  3.91207  5.55328
C  2.45281  3.72641  5.50913
C  1.04950  2.28654  4.00580
C  0.69496  0.95398  3.82716
C  0.65100  0.41274  2.55420
Se  -0.07269  -1.35454  2.30025
C  -1.92642  -0.84837  2.22193
C  -2.77250  -1.16914  3.27550
C  -4.12138  -0.84614  3.21141
C  -4.56613  -0.19605  2.05752
C  -3.75019  0.16672  0.98893
C  -2.38931  -0.18265  1.07524
O  -1.54718  0.09808  0.09383
C  -4.34113  0.79642  -0.27856
C  -3.43757  1.87796  -0.89566
C  -4.53611  -0.32513  -1.30814
C  -5.69971  1.44691  0.01191
C  -5.11079  -1.17864  4.32946
C  -5.84119  0.09541  4.77147
C  -4.41141  -1.77500  5.54935
C  -6.13711  -2.19518  3.81478
C  0.99911  1.15281  1.41405
O  1.13872  0.51934  0.24719
C  1.21250  2.52846  1.55359
C  1.25662  3.03621  2.85231
C  1.33793  3.53077  0.39281
C  0.19490  4.54962  0.51733
C  1.23282  2.90516  -1.00115
C  2.68671  4.25564  0.48515
H  1.28527  2.39790  7.46231
H  1.84038  1.12844  6.36737
H  0.11226  1.43107  6.57417
H  -0.01574  4.38327  6.53921
H  -0.98881  3.38237  5.44891
H  -0.01459  4.70264  4.80105
H  2.52777  4.17136  6.50388
H  2.52262  4.53381  4.77937
H  3.31272  3.06959  5.36292
H  0.43081  0.32819  4.66875
H  -2.36096  -1.67711  4.13758
H  -5.61791  0.05007  1.99570
H  -2.54014  1.46380  -1.34526
H  -3.12641  2.60886  -0.14487
H  -4.00728  2.40558  -1.66496
H  -3.57049  -0.75680  -1.58521
H  -4.99650  0.06354  -2.22057
H  -5.17814  -1.11517  -0.91017
H  -5.64896  2.11330  0.87528
H  -6.48844  0.71462  0.19603
H  -6.00674  2.03656  -0.85297
H  -5.12976  0.86356  5.07952
H  -6.49977  -0.12126  5.61604
H  -6.45447  0.51235  3.97159
H  -3.65410  -1.09979  5.95244
H  -3.92722  -2.72627  5.31924
H  -5.14673  -1.96116  6.33445
H  -6.69132  -1.80245  2.96059
H  -6.85746  -2.44623  4.59743
H  -5.64224  -3.11613  3.49844
H  1.45059  4.09633  2.96557
H  -0.77087  4.04135  0.50171
H  0.22857  5.24789  -0.32238
H  0.25433  5.12827  1.44009
H  0.29069  2.37568  -1.14867
H  2.03611  2.19634  -1.19346
H  1.29167  3.71676  -1.73317
H  2.78563  4.84190  1.39959
H  2.80237  4.93810  -0.36120
H  3.51036  3.53797  0.45729
C  -2.04652  -5.87290  -0.87686
N  -1.56188  -4.91685  0.11986
C  -2.60059  -4.50199  1.05671
C  -0.79414  -3.87201  -0.40013
N  -1.17379  -2.65739  -0.52689
N  0.46491  -4.29245  -0.79760
C  1.55637  -3.48803  -1.15447
N  2.61021  -4.22968  -1.65057
N  1.55216  -2.23611  -0.95807
H  -2.37511  -6.78320  -0.37826
H  -1.25459  -6.13536  -1.57541
H  -2.88712  -5.45844  -1.44610
H  -2.98288  -5.39258  1.55229
H  -3.44452  -3.99706  0.56684
H  -2.18729  -3.83542  1.81268
H  -2.13367  -2.51736  -0.22064
H  0.68141  -5.24295  -0.53852
H  2.34910  -5.03395  -2.20069
H  3.32298  -3.67361  -2.10184
H  2.37419  -1.72776  -1.29581
O  3.48456  -0.09850  -1.75644
C  3.66705  0.69578  -2.67100
C  2.83550  0.67547  -3.92705
C  3.58788  0.08618  -5.12620
C  4.54712  1.06619  -5.79541
C  5.63269  1.64311  -4.88932
C  5.09802  2.44934  -3.70768
N  4.63061  1.64560  -2.58500
H  2.50501  1.69030  -4.17048
H  1.95491  0.08863  -3.68159
H  2.85152  -0.23761  -5.86469
H  4.12524  -0.81492  -4.81131
H  3.96224  1.89650  -6.20747
H  5.02203  0.57551  -6.64835
H  6.27253  2.29671  -5.48678
H  6.27171  0.84261  -4.50266
H  4.29196  3.10791  -4.04321
H  5.87901  3.09493  -3.30774
H  5.19748  1.59401  -1.75212
N  -1.95421  -0.75497  -10.38691
C  -1.70831  -0.72836  -9.26466
C  -1.38870  -0.69680  -7.84847
C  -1.56113  -1.83873  -7.07355
C  -1.26591  -1.80626  -5.72347
C  -0.79558  -0.63493  -5.11857
C  -0.62765  0.50316  -5.91602
C  -0.92106  0.47598  -7.26793
C  -0.48004  -0.58876  -3.72326
C  -0.19428  -0.46746  -2.54079
H  -1.92509  -2.74709  -7.53447
H  -1.40192  -2.69033  -5.11512
H  -0.26902  1.41406  -5.45536
H  -0.79090  1.36259  -7.87335
C  4.15513  -0.32393  1.47199
N  4.70027  -1.57167  0.94622
C  5.71648  -1.64600  0.00734
C  5.87791  -2.94274  -0.31604
N  4.94083  -3.63908  0.42761
C  4.19503  -2.80599  1.19939
S  2.95291  -3.25235  2.25082
H  4.98013  0.31058  1.79276
H  3.52432  -0.56386  2.32350
H  3.55825  0.16720  0.70519
H  6.24276  -0.77091  -0.32477
H  6.56799  -3.42298  -0.98307
H  4.76137  -4.62853  0.41619

***

No. 3
ORCA calculation (wB97M-V/def2-TZVPD) on 10 unconnected molecules or ions with the total composition C51H73BClF11N4O33P.

Output
Calculated total energy, Eh: -6613.635095
Maximum force, eV Å⁻¹: 7.3
Charge: +1
Molecular weight, g/mol: 1556.36

Geometry (Å):
C  2.49668  -3.94517  2.71195
C  3.20826  -3.09834  1.54637
O  2.32448  -2.07481  0.94333
C  3.16211  -1.41243  -0.03415
C  2.42129  -0.99639  -1.39767
N  1.56684  -2.11998  -2.00174
C  0.26591  -1.48295  -2.35212
C  -0.84620  -2.21729  -3.19897
C  -2.04842  -1.12694  -3.43482
C  -3.06773  -1.02725  -2.19963
C  -3.88006  0.38728  -2.14519
C  -4.25282  0.70834  -0.61227
C  -4.73060  -0.55502  0.25444
C  -4.98318  0.00184  1.77215
O  -3.73892  0.47269  2.35297
C  -2.88364  -0.61960  2.77182
C  2.32177  -2.92975  -2.98044
Cl  3.84897  -3.77123  -2.23021
P  1.47888  -4.48952  -3.71020
C  2.78134  -5.83521  -4.10734
C  0.33036  -5.30678  -2.41570
C  -1.04336  -5.71027  -3.21399
C  2.99453  -1.96454  -4.09853
B  2.02296  -1.74202  -5.42877
N  1.12779  -0.60130  -5.68128
O  1.99584  -2.79681  -6.45565
O  3.73615  -0.85515  -3.63410
C  3.25766  -0.11226  -2.44550
C  4.72653  0.35879  -1.87775
C  4.77362  1.75349  -1.12426
C  3.89471  2.20129  0.16069
N  5.63338  2.70627  -1.49766
N  2.55110  1.01520  -3.08684
C  1.79213  1.98146  -2.36003
O  2.21047  3.17398  -2.30673
F  0.50806  1.80735  -1.71630
C  3.10898  1.62853  -4.26605
O  4.27710  1.87145  -4.59434
F  2.13080  2.17517  -5.18758
H  1.49420  -3.53194  3.06672
H  3.26169  -4.04580  3.57738
H  2.38050  -5.02586  2.30701
H  4.11266  -2.55099  2.01529
H  3.59670  -3.84608  0.75340
H  3.47050  -0.41628  0.47570
H  4.17194  -1.95450  -0.18911
H  1.62146  -0.27373  -0.95509
H  1.33120  -2.79284  -1.22667
H  0.39577  -0.42899  -2.81706
H  -0.26016  -1.25866  -1.33684
H  -1.32635  -3.03675  -2.54032
H  -0.56904  -2.57896  -4.24412
H  -2.55422  -1.37912  -4.44370
H  -1.57156  -0.07976  -3.59673
H  -2.47461  -1.09886  -1.22314
H  -3.79007  -1.91087  -2.25752
H  -3.24573  1.26341  -2.56518
H  -4.84456  0.25859  -2.75176
H  -5.12829  1.46281  -0.61864
H  -3.35101  1.24048  -0.12971
H  -5.67677  -1.00395  -0.21143
H  -3.95193  -1.38725  0.36740
H  -5.72288  0.86934  1.70732
H  -5.43889  -0.88837  2.36249
H  -2.15052  -0.29101  3.60150
H  -3.49221  -1.51255  3.16467
H  -2.25792  -0.93229  1.85133
H  2.28577  -6.56762  -4.85146
H  3.72345  -5.39655  -4.58899
H  2.98285  -6.41905  -3.13839
H  0.01311  -4.60234  -1.57150
H  0.77653  -6.28906  -2.02391
H  -1.95933  -5.14417  -2.81047
H  -0.92175  -5.37021  -4.31606
H  -1.22511  -6.83692  -3.23245
H  3.79995  -2.67710  -4.55804
H  0.91554  -0.02288  -4.86233
H  0.26267  -0.86637  -6.18319
H  2.36747  -2.36021  -7.26328
H  5.44803  0.50212  -2.78084
H  5.27060  -0.50272  -1.31993
H  2.88848  1.63111  0.21415
H  4.51322  1.94300  1.09342
H  3.72741  3.34077  0.18949
H  6.20650  2.38970  -2.29553
C  0.61771  4.32332  1.11390
C  0.19196  5.09354  2.32212
O  0.63595  4.28690  3.39431
C  1.72955  3.62674  2.92170
O  2.52691  3.06301  3.61355
O  1.80903  3.69197  1.56015
F  -1.16008  5.18956  2.38588
H  -0.10994  3.56000  0.82125
H  0.81298  4.96851  0.25552
H  0.63713  6.08960  2.40267
C  -8.05851  1.11679  -4.66638
C  -9.13581  1.80855  -3.89435
O  -9.09100  1.17035  -2.63424
C  -7.79932  0.77136  -2.47538
O  -7.32194  0.43922  -1.42759
O  -7.11278  0.80322  -3.65363
F  -10.34994  1.58442  -4.44761
H  -8.40469  0.19303  -5.13861
H  -7.61703  1.75752  -5.43130
H  -8.97911  2.88379  -3.76751
C  2.20547  9.63779  0.68261
C  1.84648  10.52211  1.83284
O  1.11372  9.66225  2.68393
C  1.60923  8.41682  2.45322
O  1.42656  7.47400  3.17643
O  2.34330  8.36854  1.30776
F  1.03574  11.52903  1.43656
H  1.41631  9.58667  -0.07290
H  3.13502  9.94054  0.19852
H  2.70589  10.92914  2.37332
C  -4.84586  4.70882  2.92511
C  -4.78244  4.88367  1.44177
O  -6.05014  5.41665  1.12324
C  -6.44054  6.10900  2.23209
O  -7.32769  6.91073  2.24546
O  -5.68923  5.77955  3.32183
F  -4.64850  3.68747  0.81647
H  -5.30220  3.75879  3.21860
H  -3.86434  4.78678  3.39605
H  -4.00028  5.56877  1.10318
C  8.10821  0.29235  1.78812
C  7.77417  -0.65678  0.68298
O  6.54648  -1.22090  1.10190
C  5.94653  -0.25845  1.85883
O  4.78532  -0.26543  2.16023
O  6.82337  0.71566  2.22366
F  8.69415  -1.64521  0.59519
H  8.63110  -0.19248  2.61735
H  8.70488  1.13849  1.44420
H  7.64620  -0.18179  -0.29459
C  0.17394  -10.47138  0.47028
C  1.28516  -9.96695  -0.39195
O  0.67851  -8.92447  -1.12770
C  -0.30598  -8.44004  -0.32023
O  -0.85305  -7.38640  -0.48692
O  -0.58631  -9.29365  0.70299
F  1.69819  -10.92278  -1.26047
H  -0.45023  -11.21322  -0.03637
H  0.53427  -10.89810  1.40749
H  2.14096  -9.57445  0.16244
C  -1.81027  7.94924  3.99381
C  -2.89496  8.53898  3.15240
O  -3.88990  8.87380  4.09476
C  -3.21740  9.13745  5.25277
O  -3.69133  9.70876  6.18984
O  -1.93416  8.67410  5.20677
F  -3.40255  7.61462  2.29701
H  -1.96126  6.88388  4.19052
H  -0.82011  8.08822  3.55491
H  -2.59809  9.43399  2.59741
C  -4.09769  0.71988  6.66948
C  -4.42336  -0.24775  5.57743
O  -5.64658  -0.81366  5.99866
C  -6.25703  0.15531  6.73912
O  -7.41552  0.14471  7.03529
O  -5.38459  1.14287  7.09402
F  -3.49485  -1.23393  5.51015
H  -3.57480  0.25007  7.50763
H  -3.50391  1.56401  6.31468
H  -4.55010  0.21180  4.59262
C  5.97236  -7.12782  0.49657
C  5.63379  -8.09509  -0.59181
O  4.41736  -8.66478  -0.15019
C  3.81692  -7.70027  0.60004
O  2.65945  -7.71607  0.91563
O  4.68868  -6.71094  0.94238
F  6.56166  -9.07438  -0.67717
H  6.51007  -7.59653  1.32552
H  6.55668  -6.28063  0.13407
H  5.48909  -7.63514  -1.57402

***

> Among the records above, which one has the highest calculated total energy?

C51H72N6O7